No. 1
Here is a 3-piece molecular cluster, C23H32ClFN3O6 overall from OMol25. Energies are from the ωB97M-V functional and the def2-TZVPD basis.

```
66
Properties=species:S:1:pos:R:3:forces:R:3:mulliken_charge:R:1
C 4.22171 -1.92224 -2.14188 0.33 0.23 -0.68 -1.277
C 4.00640 -1.15477 -3.45601 -0.67 0.33 1.19 0.128
O 4.47218 0.17226 -3.18411 0.38 -0.13 -0.50 -0.536
C 2.50866 -0.99465 -3.79233 1.27 -0.07 -0.78 -0.634
O 1.91020 -0.25942 -2.69096 -0.68 -0.29 -0.22 -0.259
C 0.62984 -0.54642 -2.45272 1.86 0.28 -0.23 -0.025
C 0.26519 -1.79181 -1.99293 -1.15 -0.20 0.04 0.959
F 1.17605 -2.73247 -1.81465 0.42 0.18 -0.07 -0.354
C -1.05676 -2.09357 -1.74276 -0.14 -0.59 0.61 0.118
C -1.42127 -3.48673 -1.28231 0.04 0.21 -0.32 -1.481
C -2.00605 -4.21156 -2.49595 0.07 -0.02 0.33 0.134
N -1.59641 -5.35323 -2.84999 -0.26 0.53 -0.13 -0.610
C -1.99207 -1.07192 -1.94472 -0.12 -1.27 0.26 0.409
Cl -3.66606 -1.36789 -1.63940 0.14 0.09 -0.33 -0.093
C -1.58484 0.13863 -2.36855 -0.76 1.09 -0.50 -0.380
N -0.28961 0.41775 -2.62948 -0.70 -0.22 0.24 0.501
C 0.01110 1.75188 -3.08066 0.03 1.09 -0.76 0.356
C -0.82882 2.42793 -3.95629 0.05 -1.13 0.48 -0.385
C -0.46760 3.71205 -4.28677 -1.19 0.87 -1.11 -0.487
N 0.57938 4.39586 -3.86358 0.43 -0.16 0.13 -0.546
C 1.39046 3.73548 -3.04423 -0.45 0.39 -0.19 -0.493
C 1.11343 2.44668 -2.65184 1.37 -1.22 1.50 -0.278
H 5.29941 -2.06788 -2.02916 -0.18 -0.06 0.13 0.420
H 3.72072 -2.89191 -2.14054 0.02 0.12 0.10 0.254
H 3.87958 -1.26978 -1.33539 -0.06 -0.32 0.03 0.292
H 4.55355 -1.61803 -4.28321 -0.26 0.04 -0.03 0.491
H 4.95864 0.49748 -3.94899 -0.02 0.07 0.07 0.325
H 2.02238 -1.95190 -4.00330 -0.09 0.13 0.35 0.475
H 2.45049 -0.36555 -4.68924 -0.27 -0.02 0.20 0.289
H -2.14218 -3.42618 -0.45994 -0.07 0.01 -0.23 0.443
H -0.53115 -3.99621 -0.91289 -0.18 -0.11 -0.16 0.289
H -2.78294 -3.65414 -3.03909 0.10 -0.13 0.12 0.400
H -2.11868 -5.60739 -3.69227 0.18 -0.34 0.10 0.292
H -2.32132 0.91335 -2.52770 0.31 0.14 0.17 0.553
H -1.72323 1.96470 -4.35707 0.08 0.21 -0.11 0.546
H -1.13134 4.23143 -4.97916 0.18 0.05 0.14 0.369
H 2.26132 4.25914 -2.66260 -0.07 -0.10 -0.07 0.387
H 1.80219 1.96040 -1.96573 -0.07 0.17 -0.11 0.387
O -2.95413 1.87811 -0.63319 -0.03 0.14 -0.01 -0.502
C -3.09613 1.65432 0.54893 0.26 -0.16 0.21 0.652
O -3.61364 2.59752 1.32923 -0.27 0.21 -0.30 -0.352
C -3.98117 2.38460 2.70127 0.08 0.01 0.47 -0.610
C -2.79743 2.55914 3.63007 0.36 -0.02 -0.23 -0.266
C -2.61849 0.36208 1.15652 -0.41 -0.30 -0.12 -0.353
H -4.47244 1.41871 2.82498 0.09 -0.04 -0.07 0.401
H -4.73115 3.14256 2.92170 0.00 0.04 -0.23 0.326
H -2.00729 1.82796 3.43431 -0.33 0.09 0.08 -0.206
H -3.11212 2.45229 4.66913 -0.05 0.01 -0.03 0.358
H -2.35925 3.54985 3.49575 -0.15 0.06 0.05 0.312
H -1.55238 0.43915 1.36435 -0.02 0.01 0.14 0.219
H -2.79150 -0.43341 0.42958 0.17 0.26 0.22 -0.298
H -3.13893 0.07718 2.06566 0.20 0.10 0.13 0.404
O -0.88061 0.06980 3.71270 0.32 -0.23 -0.11 -0.600
C 0.01884 0.10709 4.51582 -0.11 -0.17 0.39 0.746
O 1.23964 -0.29932 4.14665 0.04 0.12 -0.43 -0.350
C 2.41225 -0.13709 4.95848 0.20 -0.12 0.28 -0.423
C 2.56017 -1.26640 5.95566 -0.17 -0.08 0.04 -0.958
C -0.22693 0.52049 5.94484 0.17 0.50 0.00 -0.921
H 2.42209 0.84465 5.43334 -0.10 -0.02 0.02 0.382
H 3.25184 -0.15268 4.26509 -0.15 0.00 -0.14 0.299
H 1.72739 -1.29500 6.65851 0.05 0.07 0.05 0.277
H 3.48484 -1.15669 6.52240 0.00 0.01 -0.02 0.359
H 2.57704 -2.22686 5.43995 0.08 0.03 -0.03 0.303
H -0.60573 -0.33628 6.50061 0.00 0.00 -0.01 0.285
H -0.97732 1.30858 5.94854 -0.14 -0.16 -0.05 0.197
H 0.64996 0.92024 6.44753 0.04 -0.18 0.05 0.341
```
Forces are in eV/Å.

The LUMO energy comes out at -4.0 eV. As for the gap between HOMO and LUMO: 8.58 eV. The net charge is +1. As for the electronic energy: -2071.11527 a.u. As for the HOMO energy: -12.6 eV. The spin multiplicity is 1.

---

No. 2
Here is C34H40CuN4O3P2 as an isolated structure from OMol25. Energies are from the ωB97M-V functional and the def2-TZVPD basis.

```
84
Properties=species:S:1:pos:R:3:forces:R:3:mulliken_charge:R:1
Cu 2.75274 -1.13809 -1.13869 -0.19 0.81 1.53 0.359
C -2.80499 -2.02600 0.23057 0.09 -1.07 0.71 -0.929
C -1.84879 -2.88080 -0.16894 -0.08 0.35 0.43 -0.131
C -1.46639 -3.31389 -1.55870 0.21 -0.46 -0.65 -0.278
C -0.98371 -2.11711 -2.43589 0.34 -1.24 0.62 1.641
C -2.02086 -1.25269 -3.05105 -0.80 0.65 -0.25 -0.488
C -3.34445 -1.19262 -2.83478 0.56 -0.23 -0.37 -0.579
C -4.18164 -2.07547 -1.94874 -0.70 0.11 0.55 -0.786
C -4.08275 -1.66181 -0.44730 -0.43 0.46 -1.01 -0.651
C 2.46193 -0.40756 -2.86073 0.18 0.14 -0.34 -0.068
H -2.74149 -1.65760 1.26377 -0.05 -0.37 -0.26 0.392
H -1.16560 -3.28067 0.59032 -0.06 0.68 -0.10 0.385
H -2.24076 -3.91452 -2.06928 0.48 0.25 0.13 0.341
H -0.58107 -3.97595 -1.45671 -0.53 0.23 -0.07 -0.050
H -0.30791 -1.57693 -1.74419 -0.28 0.32 -0.49 -0.326
H -0.33764 -2.51919 -3.24368 -0.22 0.13 0.23 -0.414
H -1.63737 -0.58227 -3.82428 -0.02 0.11 0.31 0.299
H -3.91942 -0.41817 -3.36237 0.40 -0.35 0.07 0.341
H -3.97860 -3.15894 -2.06153 -0.08 0.75 0.05 0.243
H -5.23865 -1.93188 -2.25853 0.55 -0.15 0.19 0.414
H -4.20263 -0.56624 -0.37059 -0.15 -0.29 -0.10 0.306
H -4.97352 -2.09776 0.06607 0.83 0.16 0.02 0.401
H 1.37648 -0.27958 -2.73320 0.30 -0.01 -0.38 -0.042
H 2.78848 -1.20775 -3.54645 -0.33 0.25 0.15 -0.140
H 3.00370 0.53350 -3.04906 -0.30 -0.46 0.23 0.444
P 0.99442 -3.50340 -5.65348 -1.11 -1.05 -4.52 -0.042
P 1.51479 -5.99069 -2.85741 -0.78 -4.01 -0.49 -0.198
N -0.53062 -3.21950 -6.57864 -0.29 0.67 0.45 0.592
N 1.91491 -3.71004 -7.26068 0.47 0.07 0.84 0.486
N -0.02976 -6.82219 -2.73924 -1.40 0.42 0.50 0.832
N 2.30390 -7.60039 -2.49328 1.34 0.56 0.17 0.204
C 0.58700 -5.28812 -5.48771 0.18 -0.54 0.58 -0.658
C 1.60813 -6.13551 -4.70779 0.43 0.32 -0.17 -1.403
C -1.05832 -1.94248 -6.77561 -1.09 -1.01 -0.78 -0.583
C -2.16123 -2.03537 -7.63432 1.42 -0.36 0.86 -0.815
C -2.29638 -3.40806 -8.00092 1.05 -0.23 0.68 -0.754
C -1.28559 -4.10785 -7.35487 -0.53 0.66 0.08 -0.124
C 3.05086 -2.97105 -7.56591 -0.08 -0.44 -0.30 -0.384
C 3.54097 -3.37295 -8.79720 -0.25 0.19 0.54 -0.671
C 2.67564 -4.38833 -9.29360 -0.79 0.10 1.28 -0.580
C 1.68504 -4.58053 -8.33052 0.64 0.20 -0.13 -0.228
C -0.81503 -6.76887 -1.58462 -1.06 -0.02 -0.90 -0.744
C -2.08265 -7.27913 -1.86166 1.40 -0.08 -0.04 -0.787
C -2.02641 -7.84267 -3.18547 1.35 1.01 -0.01 -0.902
C -0.77510 -7.49934 -3.70521 -0.93 -0.09 0.49 -0.226
C 1.91483 -8.93574 -2.68957 0.94 -0.03 0.00 -0.270
C 3.03505 -9.76268 -2.56881 -0.39 1.70 0.04 -0.534
C 4.15282 -8.90632 -2.27655 -0.88 0.85 -0.16 -0.647
C 3.67338 -7.59748 -2.23418 -0.36 -1.58 -0.26 -0.308
H 0.49148 -5.76055 -6.47852 0.10 0.46 0.49 -0.082
H -0.40923 -5.34087 -5.02765 0.20 0.04 0.01 0.920
H 1.50469 -7.18779 -5.03040 0.27 0.47 0.47 0.519
H 2.63516 -5.82350 -4.95749 -0.17 -0.16 -0.10 0.681
H -0.61355 -1.10567 -6.27469 0.02 0.24 0.05 0.498
H -2.77282 -1.22019 -7.95950 -0.13 0.23 -0.05 0.442
H -3.02058 -3.85909 -8.66868 0.09 0.16 0.16 0.441
H -1.08506 -5.16991 -7.37065 -0.17 0.34 -0.02 0.377
H 3.39171 -2.22470 -6.85866 0.08 -0.09 -0.22 0.367
H 4.42508 -2.99527 -9.29021 -0.11 0.06 0.09 0.417
H 2.75643 -4.92093 -10.22939 -0.03 0.05 0.09 0.416
H 0.85050 -5.27563 -8.33534 0.34 0.35 -0.11 0.246
H -0.39559 -6.40829 -0.65867 -0.12 0.29 -0.08 0.532
H -2.93470 -7.18908 -1.20123 0.17 -0.45 0.02 0.461
H -2.77068 -8.43889 -3.70091 0.06 0.33 0.09 0.462
H -0.38401 -7.66172 -4.69786 -0.12 -0.14 0.22 0.443
H 0.88869 -9.21633 -2.86166 0.04 0.16 -0.04 0.311
H 3.06604 -10.83698 -2.69026 -0.15 0.16 0.12 0.427
H 5.17321 -9.21215 -2.12473 0.05 0.02 0.06 0.421
H 4.15593 -6.66307 -2.03312 0.31 0.17 0.06 0.367
O -0.81067 0.72271 2.20087 0.47 -0.22 -0.76 -0.651
C 0.25378 1.21044 2.84276 0.27 -0.37 0.00 0.418
C 0.05968 1.87360 4.07714 0.63 -0.10 -0.33 -0.647
C 1.17224 2.38405 4.74691 0.05 -0.23 -0.36 -0.213
C 2.47564 2.17111 4.25778 -0.11 -0.44 -0.39 -0.701
C 2.65974 1.38424 3.10452 -0.10 0.68 0.49 -0.372
C 1.57560 0.96814 2.33007 -0.32 -0.49 0.29 -0.072
C 1.76346 0.12145 1.08317 -2.03 -0.11 -0.16 1.343
O 2.92235 -0.19327 0.66407 0.25 -0.27 -0.56 -1.097
O 0.69946 -0.27472 0.46727 1.77 0.43 0.52 -0.491
H -0.40607 0.25260 1.36591 -0.63 0.38 0.79 0.400
H -0.94981 1.93326 4.49692 0.42 0.09 -0.31 0.378
H 1.02528 2.91892 5.68609 0.07 -0.09 -0.25 0.353
H 3.34413 2.58612 4.77943 -0.39 -0.31 -0.12 0.366
H 3.65540 1.06965 2.80932 -0.05 0.27 -0.12 0.379
```
Forces are in eV/Å.

The LUMO energy (spin up / spin down) comes out at -0.7 / -2.9 eV. As for the gap between HOMO and LUMO (spin up / spin down): 7.31 / 5.15 eV. The net charge is 0. The value obtained for the energy relative to the best compared isomer or geometry (same formula, charge and spin) is 0.617 eV. As for the electronic energy: -4087.36099 a.u. As for the HOMO energy (spin up / spin down): -8.0 / -8.0 eV. The spin multiplicity is 2.

---

No. 3
Here is C9H13BN2Nd as an isolated structure from OMol25. Energies are from the ωB97M-V functional and the def2-TZVPD basis.

```
26
Properties=species:S:1:pos:R:3:forces:R:3:mulliken_charge:R:1
C 1.07430 -1.58461 -1.37258 0.78 -0.84 -2.04 -0.382
C 1.79468 -0.36231 -1.51173 1.16 -0.76 -1.85 -0.560
C 0.92862 0.58837 -2.12349 0.42 -0.53 -2.20 -0.548
C -0.32979 -0.03849 -2.34375 0.67 -0.27 -2.21 -0.473
C -0.24029 -1.38470 -1.87850 0.62 -1.04 -2.09 -0.496
Nd 0.00000 0.00000 0.00000 0.39 3.67 -0.05 0.647
C 1.44804 -0.12606 1.53509 3.83 -0.59 2.95 -1.019
C 0.65828 -1.36346 1.84374 0.33 -0.92 1.28 0.882
C 1.14405 -2.51590 2.38822 -0.10 0.36 -0.07 -1.211
N -0.65819 -1.19587 1.34740 -3.00 -6.01 5.32 -0.463
H 1.17345 1.62945 -2.34174 -0.16 -0.35 0.16 0.390
H 2.82569 -0.18937 -1.20325 -0.42 -0.09 -0.09 0.413
H -1.21738 0.43451 -2.76770 0.33 -0.14 0.25 0.438
H -1.04308 -2.12457 -1.88992 0.29 0.30 0.06 0.402
H 1.44504 -2.49021 -0.88751 -0.19 0.39 -0.10 0.486
H 2.53553 -0.26492 1.48752 -0.26 -0.11 0.56 0.281
H -1.28501 -1.98725 1.50930 0.53 0.00 0.43 0.136
H 1.16022 0.72168 2.18341 0.03 -0.21 -0.11 0.187
H 2.16639 -2.55933 2.77417 -0.40 0.05 -0.15 0.278
H 0.50498 -3.39812 2.51674 0.22 0.33 -0.11 0.224
B -2.97246 3.84302 0.15500 0.88 -1.14 0.00 0.070
C -1.99404 2.57820 0.10398 4.62 -5.97 -0.22 0.283
N -1.22301 1.58120 0.06377 -10.10 13.25 0.28 -0.586
H -3.97786 3.56997 -0.33204 -1.28 -0.64 -0.73 -0.127
H -2.49557 4.71986 -0.41607 0.88 1.04 -0.85 -0.125
H -3.14738 4.14852 1.24979 -0.08 0.22 1.58 -0.128
```
Forces are in eV/Å.

The LUMO energy (spin up / spin down) comes out at 2.8 / 2.8 eV. As for the gap between HOMO and LUMO (spin up / spin down): 6.44 / 6.34 eV. The net charge is -1. As for the electronic energy: -1046.30958 a.u. As for the HOMO energy (spin up / spin down): -3.6 / -3.5 eV. The spin multiplicity is 4.

---

No. 4
Here is C10H14BClN6Ti as an isolated structure from OMol25. Energies are from the ωB97M-V functional and the def2-TZVPD basis.

```
33
Properties=species:S:1:pos:R:3:forces:R:3:mulliken_charge:R:1
C 2.80302 -1.02251 1.14992 -0.63 1.57 -1.53 -0.169
N 1.55665 -0.54261 0.90057 -0.37 -0.25 -0.01 0.191
N 1.59606 0.29701 -0.21955 0.07 0.07 0.51 -0.170
C 2.90461 0.38401 -0.60734 -0.85 -0.66 0.61 0.009
C 3.66751 -0.43600 0.21728 0.17 -0.28 0.31 -1.056
B 0.33258 0.61182 -1.23764 1.12 -0.89 -0.78 -0.025
N -0.65592 -0.60272 -0.95454 -0.03 -0.47 0.70 0.060
N -1.03267 -0.97564 0.32477 -0.24 0.22 -0.22 -0.044
C -1.90889 -2.01633 0.23172 0.85 1.04 -1.10 0.009
C -2.00561 -2.38102 -1.10253 -0.23 -0.35 -0.13 -0.968
C -1.19868 -1.50257 -1.81615 -0.25 0.62 0.67 -0.155
Ti -0.02988 -1.14002 2.14600 -0.99 4.86 -6.15 0.627
N -0.36425 2.13919 -1.49779 0.15 0.96 -1.48 0.480
N -1.30539 2.79187 -0.66707 0.11 0.14 0.33 -0.508
C -1.62418 3.96116 -1.20809 0.40 -0.63 -0.30 -0.098
C -0.99546 4.09196 -2.46716 -1.09 1.05 1.40 -0.512
C -0.21296 2.93555 -2.60761 1.26 -3.29 1.54 -0.030
H -2.28447 4.67050 -0.71822 0.07 -0.35 -0.05 0.452
H 0.45377 2.67522 -3.42837 -0.21 -0.08 0.27 0.442
H -1.09106 4.93694 -3.11576 0.10 0.10 -0.46 0.429
H 0.90387 0.45461 -2.32589 -0.81 0.13 0.65 -0.079
H -1.02784 -1.44732 -2.88076 0.01 0.10 0.07 0.461
H 3.21357 0.97008 -1.47673 -0.24 -0.28 0.45 0.450
H -2.61711 -3.17773 -1.48995 0.04 0.04 -0.16 0.418
H 4.71783 -0.63034 0.14221 0.24 0.10 -0.07 0.418
H -2.48453 -2.33692 1.08922 0.15 -0.21 -0.04 0.508
H 2.95600 -1.75409 1.93749 0.21 0.28 -0.11 0.395
H -1.55090 -1.94684 3.08633 0.39 -0.50 0.59 0.224
C -0.69098 -2.36586 3.70793 0.21 -0.08 1.18 -0.672
H -0.48661 -3.42873 3.54204 0.00 0.15 -0.15 0.369
H 0.28602 -1.73949 3.60087 -0.23 -2.28 3.63 0.327
H -0.99237 -2.20403 4.74591 0.05 -0.10 -0.14 0.395
Cl -0.83171 0.73087 2.99887 0.55 -0.75 -0.02 -0.181
```
Forces are in eV/Å.

The LUMO energy (spin up / spin down) comes out at -8.0 / -10.0 eV. As for the gap between HOMO and LUMO (spin up / spin down): 7.86 / 5.92 eV. The net charge is +2. The value obtained for the energy relative to the best compared isomer or geometry (same formula, charge and spin) is 1.577 eV. As for the electronic energy: -2051.87716 a.u. As for the HOMO energy (spin up / spin down): -15.9 / -15.9 eV. The spin multiplicity is 3.

---

No. 5
Here is C2H2N2O2 as an isolated structure from OMol25. Energies are from the ωB97M-V functional and the def2-TZVPD basis.

```
8
Properties=species:S:1:pos:R:3:forces:R:3:mulliken_charge:R:1
C -0.04208 -0.67326 -0.29714 -4.06 -4.79 -1.47 0.497
C -0.39512 1.14518 0.79785 5.90 -0.04 -1.86 0.087
H 2.05367 -0.35566 -0.78607 -4.78 2.70 0.36 0.406
H -0.83515 1.74958 1.46401 -1.03 2.55 2.24 0.448
N 0.87171 0.24130 -0.66852 5.12 -4.54 -0.20 -0.079
N 0.78833 1.18789 0.24562 -0.06 6.05 1.70 -0.550
O -0.35825 -1.80185 -0.69139 1.47 2.94 1.11 -0.569
O -0.91871 0.02313 0.60115 -2.56 -4.88 -1.88 -0.240
```
Forces are in eV/Å.

The LUMO energy comes out at 0.0 eV. As for the gap between HOMO and LUMO: 9.43 eV. The net charge is 0. The value obtained for the energy relative to the best compared isomer or geometry (same formula, charge and spin) is 3.131 eV. As for the electronic energy: -337.30935 a.u. As for the HOMO energy: -9.5 eV. The spin multiplicity is 1.

---

No. 6
Here is C4H5NO as an isolated structure from OMol25. Energies are from the ωB97M-V functional and the def2-TZVPD basis.

```
11
Properties=species:S:1:pos:R:3:forces:R:3:mulliken_charge:R:1
C 1.77252 0.04364 -0.56741 0.05 0.00 -0.01 -0.986
C 0.35623 0.03267 -0.07420 0.05 -0.02 -0.04 0.471
N 0.09081 0.74159 1.10063 -0.25 -0.10 -0.07 -0.021
O -1.08112 0.72099 1.48351 0.16 -0.06 -0.15 -0.277
C -1.88306 -0.34354 0.14918 0.10 0.00 -0.03 -0.190
C -0.75508 -0.56859 -0.59335 -0.09 0.16 0.27 -0.312
H 2.43356 0.46762 0.19367 -0.10 -0.06 -0.11 0.322
H 2.10677 -0.97150 -0.79837 -0.06 0.15 0.04 0.264
H 1.86974 0.64194 -1.47930 -0.03 -0.09 0.14 0.224
H -2.27989 -1.13414 0.78788 0.07 0.08 -0.07 0.249
H -2.63048 0.36933 -0.20224 0.10 -0.07 0.03 0.255
```
Forces are in eV/Å.

The LUMO energy comes out at -0.7 eV. As for the gap between HOMO and LUMO: 8.76 eV. The net charge is 0. The value obtained for the energy relative to the best compared isomer or geometry (same formula, charge and spin) is 4.876 eV. As for the electronic energy: -285.23540 a.u. As for the HOMO energy: -9.5 eV. The spin multiplicity is 1.

---

Number 1: largest force on an atom 2.4 eV/A. Number 2: largest force on an atom 4.8 eV/A. Number 3: largest force on an atom 16.7 eV/A. Number 4: largest force on an atom 7.9 eV/A. Number 5: largest force on an atom 6.8 eV/A. Number 6: largest force on an atom 0.3 eV/A.